(a)
The following is a quantum chemistry calculation of the molecule C2H2S4, from the OMol25 dataset.

The geometry in XYZ format:
```
8
C2H2S4 | the OMol25 dataset | ωB97M-V/def2-TZVPD
S 0.42202 -1.86018 -0.32937
S -1.62930 0.98032 -0.24707
S 0.76497 -0.21085 2.15417
S 1.11136 1.49536 -1.31396
C 0.51961 -0.38575 0.55936
C 0.09854 0.73242 -0.29321
H 0.36018 -2.65267 0.72411
H -1.64739 1.90135 -1.25403
```

## Properties
Gap between HOMO and LUMO (eV): 8.1
Structure (SMILES): S=C(S)C(=S)S

(b)
The following is a quantum chemistry calculation of the molecule C2H2S4, from the OMol25 dataset.

The geometry in XYZ format:
```
8
C2H2S4 | the OMol25 dataset | ωB97M-V/def2-TZVPD
S -0.73921 -1.89737 0.67040
S 0.54191 2.07065 -0.60219
S 0.69321 -1.01073 -1.77621
S -0.52766 0.92096 1.83519
C 0.02825 -0.68473 -0.32814
C -0.00314 0.70488 0.30920
H 0.88619 1.41203 -1.71090
H -0.52888 -2.86905 -0.21075
```

## Properties
Gap between HOMO and LUMO (eV): 7.0
Structure (SMILES): S=C(S)C(=S)S

Least stable: (a)

(a)
The following is a quantum chemistry calculation of the molecule CH2O4, from the OMol25 dataset.

The geometry in XYZ format:
```
7
CH2O4 | the OMol25 dataset | ωB97M-V/def2-TZVPD
O -1.93167 -0.12261 0.01056
O -0.83446 0.74928 -0.01910
O 1.32301 0.94834 0.01370
O 0.45916 -1.12651 0.01034
C 0.33481 0.07175 0.00236
H 2.18260 0.50201 -0.01006
H -1.53345 -1.02226 -0.00780
```

## Properties
Gap between HOMO and LUMO (eV): 11.5
Structure (SMILES): O=C(O)OO

(b)
The following is a quantum chemistry calculation of a cluster of 2 separate species, CH2O4 in total, from the OMol25 dataset.

The geometry in XYZ format:
```
7
CH2O4 | the OMol25 dataset | ωB97M-V/def2-TZVPD
O -0.14229 1.64916 -1.57405
O -0.89975 0.08238 1.88724
O 0.57727 -1.34187 0.71518
O 0.76547 0.79458 -1.13970
C -0.19322 -0.32495 1.00268
H 0.68633 -2.14956 1.33536
H -0.79380 1.29025 -2.22671
```

## Properties
Gap between HOMO and LUMO (spin up / spin down) (eV): 8.1 / 10.2

Least stable: (b)

(a)
The following is a quantum chemistry calculation of the molecule C3H9NOS2, from the OMol25 dataset.

The geometry in XYZ format:
```
16
C3H9NOS2 | the OMol25 dataset | ωB97M-V/def2-TZVPD
S -2.00123 1.77432 -0.13994
S 0.36205 1.91219 -0.21930
O 1.23784 -3.23236 -0.05622
N -0.22423 -1.19738 -0.92357
C 0.61804 0.38573 0.82547
C 1.09602 -2.16119 0.84772
C 0.88157 -0.84765 0.01850
H -1.94876 1.12097 1.01186
H 0.34588 -3.56748 -0.19210
H 1.79403 -0.74047 -0.56371
H -0.00135 -0.57504 -1.69819
H 2.01970 -1.92847 1.38755
H -1.12001 -0.92258 -0.53281
H 0.23806 -2.29899 1.51208
H 1.49888 0.75114 1.37263
H -0.15684 0.28883 1.59704
```

## Properties
Gap between HOMO and LUMO (eV): 8.1
Structure (SMILES): N[C@H](CO)CSS

(b)
The following is a quantum chemistry calculation of a cluster of 2 separate species, C3H9NOS2 in total, from the OMol25 dataset.

The geometry in XYZ format:
```
16
C3H9NOS2 | the OMol25 dataset | ωB97M-V/def2-TZVPD
S 0.60749 1.14122 0.26197
S 0.99396 -1.84276 0.42805
O 1.41074 1.92203 -0.61280
N 1.14252 -0.33730 -1.83483
C -1.10669 1.58967 -0.15953
C 0.00272 -1.37139 1.84090
C 0.75073 -0.44428 -0.58706
H -1.46120 1.72065 0.79955
H 1.14439 0.62612 -2.17982
H -1.41057 0.78963 -0.81489
H -1.02672 2.59701 -0.55359
H -0.94404 -1.53780 1.45061
H 0.39723 -0.44537 2.26015
H 1.30224 -1.21739 -2.29359
H -0.05836 -2.16739 2.62674
H -1.74445 -1.02264 -0.63186
```

## Properties
Gap between HOMO and LUMO (spin up / spin down) (eV): 5.8 / 8.1

Least stable: (b)

(a)
The following is a quantum chemistry calculation of a cluster of 3 separate species, C5H13NO2 in total, from the OMol25 dataset.

The geometry in XYZ format:
```
21
C5H13NO2 | the OMol25 dataset | ωB97M-V/def2-TZVPD
O 1.10814 2.52057 -0.13676
O -2.62782 -0.26779 -0.29644
N -1.18530 1.14106 1.61601
C -0.75287 -0.16022 1.28785
C 1.40265 -1.08549 0.17259
C 1.89168 -0.62279 -0.98147
C -1.39594 -0.53829 -0.16531
C 0.79842 -0.18087 1.21161
H 0.95786 0.80674 0.76412
H -1.18759 -1.59149 -0.44492
H 1.20466 -2.14257 0.34935
H -0.56318 1.84070 1.20714
H -1.19907 -0.91539 1.93514
H -2.12896 1.41092 1.36390
H 2.17884 -1.29257 -1.78163
H 1.23291 -0.18300 2.21024
H -1.34740 -1.54076 -3.28002
H -0.99787 -1.18059 -2.72572
H 2.24297 0.39902 -1.04595
H 1.06794 3.44745 -0.45759
H -0.70006 0.13535 -0.80216
```

## Properties
Gap between HOMO and LUMO (spin up / spin down) (eV): 5.7 / 6.8
<S²>: 1.66
Multiplicity: 2
Net charge: +1

(b)
The following is a quantum chemistry calculation of a cluster of 2 separate species, C5H13NO2 in total, from the OMol25 dataset.

The geometry in XYZ format:
```
21
C5H13NO2 | the OMol25 dataset | ωB97M-V/def2-TZVPD
O 0.38009 -2.45418 0.60263
O -2.99526 -1.36663 0.19901
N 0.35348 0.92712 0.14835
C 0.55056 -2.13258 -0.56513
C -0.84570 3.08805 0.01763
C 0.53245 2.30024 0.45175
C 1.52461 0.15058 0.17925
C 1.28506 -0.85891 -0.91629
H 0.26593 -2.72476 -1.43979
H -3.36016 -0.84471 -0.69131
H -1.66882 3.08150 0.68485
H -0.57954 4.06347 -0.37116
H 1.88932 -0.30709 1.12087
H -1.29198 2.61050 -0.85650
H 2.50676 0.69455 -0.00094
H 2.17485 -1.10730 -1.56236
H 1.43656 2.65084 -0.21902
H -2.22054 -1.80983 0.28694
H 0.69680 -0.41557 -1.66130
H 0.72894 2.40381 1.55788
H -0.41293 0.49687 0.69710
```

## Properties
Gap between HOMO and LUMO (spin up / spin down) (eV): 11.3 / 6.0
<S²>: 0.75
Multiplicity: 2
Net charge: +1

Least stable: (a)